Density functional theory data (ωB97M-V/def2-TZVPD) for a 5-piece molecular cluster, C15H29NO12P overall at a distorted geometry.

```
58
Properties=species:S:1:pos:R:3
N 0.6579 -0.1074 2.2351
C 0.6500 0.4517 0.8862
C -0.3265 -0.2559 -0.0959
C -0.3737 -1.8020 0.0566
P 1.2290 -2.7423 -0.4091
H 1.0724 -1.0290 2.2207
H -0.3065 -0.1858 2.5263
H 0.3764 1.5163 0.9364
H 1.6679 0.4201 0.4876
H -0.1691 0.0600 -1.1366
H -1.3348 0.1200 0.1619
H -1.1763 -2.1638 -0.6145
H -0.6825 -2.0561 1.0825
H 2.0930 -1.5896 -0.1587
H 1.1430 -2.3215 -1.8080
H 0.4133 -3.9540 -0.7074
H 1.3419 -3.2001 1.0042
H 2.4299 -3.5383 -0.7046
C -1.2345 -5.2474 -4.0708
C 0.0720 -5.7788 -4.6019
O 0.7094 -4.5999 -5.0943
C 0.1754 -3.5420 -4.4280
O 0.6027 -2.4400 -4.4857
O -0.9006 -3.9141 -3.7034
H -1.5985 -5.8034 -3.2092
H -2.0170 -5.2194 -4.8351
H 0.6942 -6.2150 -3.8174
H -0.0602 -6.5088 -5.3994
C -2.2640 2.3351 5.4368
C -1.5947 3.1333 4.3508
O -1.5589 2.2165 3.2586
C -2.5471 1.3102 3.4535
O -2.8947 0.5118 2.6525
O -3.0890 1.4377 4.6926
H -2.8652 2.9495 6.1051
H -1.5515 1.7580 6.0295
H -2.1776 4.0109 4.0546
H -0.5914 3.4487 4.6224
C 0.9423 6.5065 7.9332
C -0.1686 6.4057 6.9201
O -0.1479 5.0197 6.5750
C 0.4141 4.3450 7.6092
O 0.4243 3.1668 7.7096
O 0.9551 5.2001 8.5102
H 0.7544 7.2622 8.6932
H 1.9138 6.6988 7.4720
H -1.1460 6.6506 7.3430
H 0.0027 7.0247 6.0418
C 1.7619 -1.7818 -8.1373
C 0.7373 -1.0482 -7.3161
O 0.6794 0.2296 -7.9653
C 1.0968 0.0655 -9.2398
O 1.0123 0.8921 -10.0885
O 1.6255 -1.1680 -9.4250
H 1.5698 -2.8509 -8.1953
H 2.7800 -1.6230 -7.7749
H -0.2497 -1.5140 -7.3641
H 1.0283 -0.9469 -6.2747
```

Summary:
Charge: -1
Kohn-Sham gap in eV: 4.35
DFT total energy in Eh: -1887.853903
LUMO energy in eV: 1.59

Results of the natural (NBO) charge analysis, in e, for atoms 1 through 6: N -0.86; C -0.22; C -0.43; C -0.72; P 0.50; H 0.37

---

Density functional theory data (ωB97M-V/def2-TZVPD) for C44H16F15GeN3O2PdS3 as an isolated structure at a distorted geometry.

```
85
Properties=species:S:1:pos:R:3
Pd -0.5870 1.1967 -0.4845
S 4.3190 -1.7193 -1.1393
C 5.9529 -2.2221 -0.9684
C 6.7806 -1.1880 -0.6633
C 6.1001 0.0365 -0.5607
C 4.7515 -0.0647 -0.7922
C 3.7609 0.9835 -0.7664
C 2.4049 0.6734 -0.9260
N 1.4317 1.5720 -0.9131
C 1.7433 2.8838 -0.7342
C 3.0953 3.3059 -0.6376
C 3.3764 4.7034 -0.5702
C 2.3837 5.6242 -0.5949
C 1.0184 5.2317 -0.6536
C -0.0257 6.1524 -0.6298
C -1.3462 5.7222 -0.6726
C -1.5650 4.3221 -0.7305
N -0.5949 3.4380 -0.7236
C 0.6981 3.8505 -0.7019
C -2.4347 6.6658 -0.6395
C -2.3630 8.0404 -0.6168
C -3.6215 8.6618 -0.5799
C -4.6472 7.7657 -0.5735
S -4.0985 6.1449 -0.6142
C 4.1007 2.3363 -0.6433
H 6.2133 -3.2522 -1.1038
H 7.8400 -1.3069 -0.5149
H 6.5813 0.9652 -0.3174
H 2.1014 -0.3528 -1.1072
H 4.4108 5.0063 -0.5005
H 2.6060 6.6780 -0.5470
H 0.2085 7.2028 -0.5680
H -2.5765 3.9312 -0.7721
H -1.4451 8.6018 -0.6294
H -3.7580 9.7280 -0.5568
H -5.6980 7.9703 -0.5494
H 5.1331 2.6455 -0.5820
O -4.2068 1.5090 1.2712
C -3.0610 1.3037 0.9166
O -2.6537 1.1201 -0.2645
C -1.9708 1.2786 2.0241
C -2.3603 1.2750 3.3569
C -1.3860 1.2777 4.3374
C -0.0522 1.2806 3.9533
C 0.2573 1.2681 2.6036
N -0.6902 1.2715 1.6691
H -3.4165 1.2711 3.5767
H -1.6524 1.2778 5.3840
H 0.7329 1.2861 4.6925
H 1.2894 1.2588 2.2706
F -1.1660 -5.7846 0.1280
C -1.6954 -5.0580 1.1282
C -1.6600 -3.6820 1.0173
C -2.1673 -2.9311 2.0560
F -2.0837 -1.5983 1.9841
C -2.7233 -3.5371 3.1795
F -3.2067 -2.8037 4.1874
C -2.7598 -4.9268 3.2621
F -3.2855 -5.5201 4.3346
C -2.2345 -5.7017 2.2310
F -2.2418 -7.0347 2.3080
Ge -0.7795 -3.0239 -0.6581
S -0.2977 -1.0439 -1.3487
C 1.0412 -3.8482 -0.3737
C 1.8412 -4.3439 -1.3869
F 1.3927 -4.2882 -2.6396
C 3.1136 -4.8513 -1.1370
F 3.8594 -5.3535 -2.1233
C 3.6209 -4.8196 0.1595
F 4.8477 -5.2785 0.4128
C 2.8663 -4.2547 1.1816
F 3.3779 -4.1577 2.4118
C 1.5958 -3.7813 0.8922
F 0.8816 -3.1938 1.8723
C -2.0274 -3.9163 -1.9676
C -1.8179 -4.9441 -2.8686
F -0.6887 -5.6480 -2.8223
C -2.7835 -5.2816 -3.8152
F -2.5495 -6.2527 -4.7022
C -3.9950 -4.5992 -3.8434
F -4.9070 -4.8918 -4.7712
C -4.2591 -3.6136 -2.8952
F -5.4406 -2.9937 -2.8830
C -3.2662 -3.2948 -1.9832
F -3.4857 -2.3581 -1.0441
```

Summary:
Relative energy (zero: lowest compared OMol25 entry of this formula, charge and spin) in eV: 1.147
Charge: 0
Kohn-Sham gap (spin up / spin down) in eV: 6.30 / 6.48
DFT total energy in Eh: -6898.427216
LUMO energy (spin up / spin down) in eV: -1.57 / -1.52

Results of the Mulliken charge analysis, in e, for atoms 1 through 6: Pd -0.05; S 0.09; C -0.37; C -0.89; C -0.49; C 0.27

---

Density functional theory data (ωB97M-V/def2-TZVPD) for C11H18Cl3GaN4Si as an isolated structure at a distorted geometry.

```
38
Properties=species:S:1:pos:R:3
Ga 0.3073 0.0295 -0.7941
C 1.1205 2.3962 0.6739
C 2.0082 1.3776 1.3891
N 2.0371 0.0962 0.6330
C 1.9985 -1.1227 1.4645
C 0.6097 -1.7248 1.5315
C 0.2793 -2.7351 2.4142
C -1.0143 -3.2396 2.3888
C -1.9515 -2.7155 1.5075
C -1.5573 -1.7066 0.6505
C -2.4900 -1.0890 -0.3708
N -1.9306 0.1468 -0.9529
C -2.4093 1.4059 -0.3193
C -1.2688 2.4188 -0.2192
N -0.1565 1.7026 0.4278
N -0.3000 -1.2455 0.6740
H 1.5491 2.6963 -0.2833
H 0.9999 3.2847 1.2956
H 1.5866 1.1861 2.3783
H 3.0108 1.7794 1.5262
H 2.8904 0.0725 0.0841
H 2.3485 -0.9201 2.4783
H 2.6729 -1.8722 1.0455
H 1.0136 -3.1258 3.1057
H -1.2949 -4.0359 3.0657
H -2.9653 -3.0925 1.4910
H -3.4617 -0.9044 0.0907
H -2.6539 -1.8224 -1.1630
H -2.1866 0.1716 -1.9344
H -2.7614 1.1694 0.6869
H -3.2438 1.8329 -0.8735
H -1.5964 3.2833 0.3604
H -0.9484 2.7587 -1.2041
H -0.4992 1.3957 1.3374
Cl 0.1425 -0.7950 -4.3827
Si 1.2584 0.1030 -2.9985
Cl 3.1476 -0.5430 -2.8407
Cl 1.1760 2.1307 -3.1848
```

Summary:
Relative energy (zero: lowest compared OMol25 entry of this formula, charge and spin) in eV: 0.422
Charge: +2
Kohn-Sham gap in eV: 9.63
DFT total energy in Eh: -4243.541466
LUMO energy in eV: -6.39

Results of the natural (NBO) charge analysis, in e, for atoms 1 through 6: Ga 1.31; C -0.24; C -0.24; N -0.69; C -0.27; C 0.24

---

Density functional theory data (ωB97M-V/def2-TZVPD) for C35H37ClMoP2 as an isolated structure at a distorted geometry.

```
76
Properties=species:S:1:pos:R:3
Mo 0.3537 0.3333 4.8085
C -1.3473 -0.3293 5.9718
C -1.6648 -0.3682 4.5794
C -2.5521 0.6539 3.8750
C -1.7999 1.8573 3.2578
C -0.4941 2.1501 3.9611
C -0.4561 2.3631 5.3735
C -1.6340 2.1961 6.3098
C -1.8296 0.7705 6.8769
C 1.3488 -0.9280 3.4834
H -1.1571 -1.2963 6.4449
H -1.7080 -1.3724 4.1544
H -3.3435 1.0044 4.5580
H -3.0780 0.1415 3.0485
H -1.6157 1.6657 2.1864
H -2.4767 2.7322 3.2800
H 0.2463 2.7066 3.3759
H 0.3439 3.0116 5.7484
H -2.5794 2.5571 5.8680
H -1.4527 2.8470 7.1838
H -1.3064 0.6965 7.8412
H -2.8967 0.6472 7.1153
H 1.7966 -1.7287 4.0996
H 2.1690 -0.2645 3.1480
H 0.8296 -1.3539 2.6193
P -0.1061 -1.9692 -2.2065
P 1.7127 0.6304 -2.6139
C -0.8191 -0.4202 -2.8207
C -0.0445 0.6910 -2.9665
C -0.7828 -3.2154 -3.3617
C -1.9136 -3.0194 -4.1682
C -2.2149 -3.9588 -5.1630
C -1.4160 -5.0954 -5.3277
C -0.3368 -5.3251 -4.4645
C -0.0154 -4.3915 -3.4840
C -1.1272 -2.2369 -0.7122
C -0.7768 -1.3795 0.3433
C -1.4293 -1.4911 1.5582
C -2.3765 -2.4962 1.7810
C -2.7352 -3.3394 0.7233
C -2.1187 -3.2122 -0.5275
C 2.4097 1.1989 -4.2411
C 2.2587 0.3133 -5.3275
C 2.8689 0.5895 -6.5506
C 3.6289 1.7559 -6.7126
C 3.7380 2.6605 -5.6519
C 3.1253 2.3925 -4.4227
C 1.9972 2.0746 -1.5311
C 3.1967 2.0657 -0.7899
C 3.4527 3.0707 0.1375
C 2.5119 4.0896 0.3362
C 1.3223 4.1046 -0.4015
C 1.0606 3.0993 -1.3387
H -1.8971 -0.4377 -3.0214
H -0.4295 1.6358 -3.3598
H -2.5517 -2.1439 -4.0290
H -3.0780 -3.7933 -5.8123
H -1.6312 -5.7968 -6.1357
H 0.2660 -6.2252 -4.5706
H 0.8383 -4.5462 -2.8203
H 0.0155 -0.6388 0.2119
H -1.1456 -0.7944 2.3416
H -2.8159 -2.6186 2.7729
H -3.4970 -4.1020 0.8852
H -2.4099 -3.8691 -1.3484
H 1.6635 -0.5949 -5.2006
H 2.7624 -0.1191 -7.3733
H 4.1351 1.9477 -7.6615
H 4.3113 3.5779 -5.7828
H 3.1970 3.1199 -3.6124
H 3.9139 1.2590 -0.9407
H 4.3787 3.0579 0.7143
H 2.7028 4.8720 1.0717
H 0.5926 4.9040 -0.2511
H 0.1343 3.1125 -1.9126
Cl 1.7782 0.3145 6.5702
```

Summary:
Charge: +2
Kohn-Sham gap (spin up / spin down) in eV: 5.58 / 4.93
DFT total energy in Eh: -2566.270220
Multiplicity: 3
LUMO energy (spin up / spin down) in eV: -7.87 / -8.42

Results of the Mulliken charge analysis, in e, for atoms 1 through 6: Mo 0.18; C -0.21; C -0.16; C -0.71; C -0.86; C -0.61

---

Question: Among the records above, which one has the highest DFT total energy?
Answer: C15H29NO12P